No. 1
DFT (the ωB97M-V functional and the def2-TZVPD basis) results for a 2-piece molecular cluster, C14H22Br3F3IN2O5P overall in a non-equilibrium geometry.

XYZ file:
```
51
C14H22Br3F3IN2O5P the ωB97M-V functional and the def2-TZVPD basis
C 1.31065 1.97405 2.12486
C 1.84346 1.39490 0.72375
C 1.01117 0.14208 0.21703
N 1.09410 -1.08231 1.04051
I 2.75803 -1.29053 2.19670
C -0.18011 -1.35113 1.73482
C -0.30518 -2.73517 2.49326
C 0.02673 -2.65179 4.07127
Br 0.60096 -4.27005 1.61279
C 1.25532 -0.06048 -1.34511
O 0.97240 1.13973 -2.14122
C -0.29561 1.62762 -2.05080
F -0.48121 2.46238 -3.18000
F -0.53610 2.50747 -0.95601
C 2.84278 -0.18098 -1.58909
Br 3.86356 1.47195 -2.07048
C 3.60285 -1.32753 -1.46441
C 3.01048 -2.72194 -1.13263
Br 5.57103 -1.26487 -1.75581
P 0.21123 -1.39794 -2.19821
N 1.23842 -1.89705 -3.56990
O -0.07319 -2.73854 -1.16912
H 1.22010 1.18641 2.92156
H 0.25210 2.35094 1.93118
H 1.89638 2.87676 2.46259
H 1.68133 2.26933 0.01135
H 2.96360 1.25382 0.70799
H -0.07742 0.47686 0.33199
H -1.09478 -1.26355 1.06369
H -0.32041 -0.52706 2.51732
H -1.40991 -3.00305 2.46910
H -0.92455 -2.62588 4.66716
H 0.64806 -1.72835 4.29621
H 0.68550 -3.54107 4.32542
H -1.17234 0.93546 -2.06432
H 2.59157 -3.29320 -2.02255
H 3.87711 -3.37379 -0.77889
H 2.24168 -2.78128 -0.31900
H 0.60926 -2.44624 -4.16439
H 1.50259 -1.06149 -4.11220
H -0.05000 -3.56392 -1.69619
C -3.66888 2.77813 -0.96335
C -4.88803 3.64752 -0.95577
O -5.67217 3.08681 0.07996
C -4.78580 2.53896 0.95860
O -5.05772 2.21697 2.07099
O -3.54759 2.41195 0.40696
F -5.57128 3.54408 -2.12230
H -3.79942 1.87739 -1.56960
H -2.78142 3.30744 -1.30825
H -4.68931 4.70018 -0.73746
```

- Kohn-Sham gap (eV) = 8.38
- SMILES = CC[C@H](N(I)C[C@H](C)Br)[C@@](OC(F)F)(/C(Br)=C(\C)Br)P(N)O.O=C1OC[C@@H](F)O1
- HOMO energy (eV) = -8.6

No. 2
DFT (the ωB97M-V functional and the def2-TZVPD basis) results for C14H22BrI2O3P2Sc as an isolated structure in a non-equilibrium geometry.

XYZ file:
```
45
C14H22BrI2O3P2Sc the ωB97M-V functional and the def2-TZVPD basis
I -0.52140 4.11327 -4.22863
I 0.58379 2.38241 -6.13871
Sc -0.38810 1.15347 -0.15366
P 2.29036 1.80773 -0.47234
C 3.16070 2.76282 -1.75466
C 2.76114 2.70975 1.05314
H 3.83436 2.63668 1.29672
H 4.27731 0.53226 0.13609
H 2.16004 2.30057 1.88077
H 2.80968 -0.52826 0.03893
H 2.62564 3.68837 -1.99420
H 2.48875 3.78106 0.98718
C 3.34984 0.31850 -0.43100
H 4.18600 3.01237 -1.44428
H 3.60194 0.03064 -1.46822
H 3.20673 2.19977 -2.68955
P -2.48968 0.03436 -1.58659
C -3.17240 0.41209 -3.23158
C -2.29960 -1.77696 -1.74606
H -3.63007 0.15766 0.53007
H -4.74567 -0.54250 -0.70463
H -4.42340 1.22021 -0.62826
C -3.96786 0.21688 -0.51706
H -1.59230 -2.16045 -0.98350
H -3.28375 -2.27115 -1.62610
H -4.14374 -0.07990 -3.38766
H -2.48695 0.08621 -4.01718
H -1.88409 -2.00637 -2.74462
H -3.29283 1.49151 -3.37467
C 0.29044 0.60563 -2.24120
O 0.39461 0.97895 -3.33047
Br 1.17631 -3.63509 0.70472
C 0.53758 -2.94392 2.35089
C 0.54597 -3.70185 3.51430
C 0.07752 -3.21900 4.75226
C -0.42669 -1.93466 4.88354
C -0.46535 -1.11193 3.75049
C 0.00429 -1.61141 2.53483
C -0.12581 -0.61619 1.51545
O -0.63420 0.54101 1.84482
O 0.23391 -0.80507 0.29169
H 0.92717 -4.70288 3.46738
H 0.10611 -3.85678 5.63913
H -0.78500 -1.57271 5.84100
H -0.87127 -0.09709 3.88143
```

- total charge = +2
- Kohn-Sham gap (eV) = 6.82
- HOMO energy (eV) = -14.4

No. 3
DFT (the ωB97M-V functional and the def2-TZVPD basis) results for C14H22CaF6N7O6S3 as an isolated structure in a non-equilibrium geometry.

XYZ file:
```
59
C14H22CaF6N7O6S3 the ωB97M-V functional and the def2-TZVPD basis
Ca -0.36246 -0.83759 0.09684
C -0.00341 -1.81783 3.39782
O 0.02882 -0.69571 2.51681
C 0.99684 0.29151 2.84663
C 2.30131 0.01422 2.13508
O 2.02340 -0.15297 0.74614
C 3.22032 -0.09225 -0.03457
H -0.13791 -1.47549 4.42544
H 0.91434 -2.40757 3.31809
H -0.85482 -2.42636 3.10198
H 1.14423 0.33254 3.92914
H 0.57666 1.24891 2.52922
H 2.79455 -0.88973 2.51451
H 2.98624 0.85749 2.27550
H 3.93142 -0.84290 0.32287
H 3.65962 0.90433 0.04015
H 2.94325 -0.29695 -1.06596
F -4.37853 3.07260 -1.04981
C -3.14315 2.60251 -1.03500
F -2.88855 1.96486 -2.16466
F -2.28147 3.61652 -0.90706
S -2.93110 1.48217 0.42146
O -1.49926 1.13926 0.37144
O -3.39969 2.18544 1.55630
N -3.82620 0.22454 0.01636
S -3.14007 -1.16920 -0.12510
O -2.27091 -1.32696 -1.29338
O -2.41570 -1.59720 1.07590
C -4.63305 -2.25897 -0.34565
F -5.61059 -1.86264 0.43916
F -5.00837 -2.20938 -1.61083
F -4.27196 -3.49365 -0.03217
C 1.20669 5.48746 -2.23524
C 0.99139 4.14440 -2.81484
N 0.87927 3.86129 -4.07503
N 0.69684 2.51637 -4.10856
C 0.68915 1.94652 -2.89653
S 0.47340 0.31479 -2.52137
N 0.87153 3.00434 -2.06306
N 1.00306 2.91839 -0.66840
H 1.32671 6.19948 -3.04734
H 2.09800 5.49909 -1.60845
H 0.35320 5.79569 -1.62943
H 0.57822 2.03580 -4.98369
H 0.35933 3.60602 -0.28059
H 0.61243 2.00908 -0.43553
N 1.92988 -7.06965 -0.41489
C 1.49342 -5.79604 -0.32268
C 0.28753 -5.39181 -0.91733
C -0.10646 -4.08070 -0.80286
N 0.59127 -3.13729 -0.15351
C 1.74179 -3.53133 0.40756
C 2.22994 -4.81575 0.35921
H 1.37549 -7.77681 -0.86167
H 2.76682 -7.36944 0.05008
H -0.32812 -6.09352 -1.46100
H -1.03326 -3.75649 -1.26249
H 2.30519 -2.76278 0.92461
H 3.16976 -5.05286 0.83756
```

- total charge = +1
- Kohn-Sham gap (eV) = 9.23
- HOMO energy (eV) = -11.1

No. 4
DFT (the ωB97M-V functional and the def2-TZVPD basis) results for C14H22IN4O3Rh as an isolated structure in a non-equilibrium geometry.

XYZ file:
```
45
C14H22IN4O3Rh the ωB97M-V functional and the def2-TZVPD basis
C -2.19424 -2.19576 -3.04106
I -0.50989 -0.40247 -3.20201
H -2.64412 -1.98922 -4.01438
H -2.92208 -2.04374 -2.23907
H -1.63845 -3.13702 -3.06657
C 3.73554 -1.47548 -0.21378
C 3.91752 -0.61445 -1.22740
N 2.67341 -0.09803 -1.54568
C 1.70117 -0.68810 -0.80687
N 2.37631 -1.49251 0.05571
H 4.44686 -2.05776 0.35030
H 4.81794 -0.29235 -1.72292
C -3.28813 1.33165 1.65839
C -1.88419 0.52443 0.08290
N -2.27412 0.43577 1.38190
H -4.23080 2.78832 0.30699
N -2.65349 1.51797 -0.42811
H -3.72765 1.42839 2.63124
Rh -0.26594 -0.27192 -0.76565
C -1.06627 -1.98783 -0.77056
O -1.41346 -3.03333 -0.39860
C -3.53525 2.00224 0.51867
C -2.66738 2.04394 -1.77468
H -2.65062 3.14084 -1.73502
H -3.58314 1.72691 -2.29343
H -1.80070 1.67983 -2.34342
C -1.75859 -0.44022 2.41986
H -2.60457 -0.92189 2.93451
H -1.19317 0.14724 3.16110
H -1.10288 -1.20961 1.99278
C 1.84357 -2.22536 1.18915
H 2.37081 -3.18783 1.25832
H 0.76938 -2.40259 1.07063
H 2.01597 -1.66328 2.12244
C 2.55721 0.91993 -2.56783
H 1.63651 1.49543 -2.45038
H 2.59829 0.47097 -3.56783
H 3.40939 1.60350 -2.45836
C 1.57244 3.06264 1.25910
C 0.90373 1.79720 0.76552
O 0.78643 0.80621 1.53066
O 0.48743 1.80082 -0.46748
H 1.13079 3.34918 2.21541
H 1.46141 3.87006 0.53623
H 2.63347 2.85805 1.42722
```

- total charge = -2
- Kohn-Sham gap (spin up / spin down) (eV) = 1.92 / 7.22
- HOMO energy (spin up / spin down) (eV) = 2.5 / -2.7
- spin multiplicity = 5

No. 5
DFT (the ωB97M-V functional and the def2-TZVPD basis) results for a single C14H22N2O3S molecule.

XYZ file:
```
42
C14H22N2O3S the ωB97M-V functional and the def2-TZVPD basis
C 2.68880 -2.03882 -0.88403
H 2.27039 -2.24810 -1.86470
H 2.78271 -2.97467 -0.33706
H 3.67934 -1.61055 -1.01065
C 1.78713 -1.05519 -0.14277
N 0.45045 -1.58758 0.05579
C -0.49671 -1.28583 -0.86078
O -0.23628 -0.63232 -1.85584
C -1.89611 -1.82082 -0.59420
H -2.17208 -1.66348 0.44512
H -1.91213 -2.89159 -0.81391
C -2.92613 -1.13193 -1.48223
N -3.03046 0.28279 -1.18848
S -2.75552 1.04739 0.25328
O -3.63633 2.18137 0.25126
O -2.83029 0.13830 1.36991
C -1.08148 1.65278 0.12358
C -0.30439 1.72156 1.26075
C 0.98554 2.21886 1.17551
C 1.49581 2.65252 -0.04177
C 0.68427 2.59126 -1.17214
C -0.60386 2.09648 -1.09354
H -1.23157 2.03082 -1.96591
H 1.07236 2.92782 -2.12198
C 2.89232 3.18370 -0.15072
H 2.87270 4.23687 -0.42814
H 3.42402 3.08481 0.79187
H 3.44256 2.64837 -0.92265
H 1.59970 2.27127 2.06302
H -0.71839 1.38516 2.19767
H -3.72498 0.77453 -1.72304
H -3.89720 -1.62887 -1.34510
H -2.62013 -1.22801 -2.53014
C 0.24776 -2.41648 1.22600
H -0.51075 -3.17186 1.01586
C -0.14822 -1.61065 2.46279
H -1.08285 -1.08036 2.29924
H -0.26959 -2.27968 3.31091
H 0.62377 -0.88355 2.70273
H 1.18803 -2.94082 1.42181
H 1.68786 -0.14051 -0.73035
H 2.20994 -0.80499 0.83301
```

- Kohn-Sham gap (eV) = 9.75
- SMILES = CCN(CC)C(=O)CCNS(=O)(=O)c1ccc(C)cc1
- HOMO energy (eV) = -9.0